1.
# C36H19BiBrF7IN7

C36H19BiBrF7IN7 as an isolated structure (ωB97M-V with the def2-TZVPD basis set, the Open Molecules 2025 dataset).

Output
E in eV: -151057.4046
Highest occupied orbital energy in Eh: -0.470
F_max in eV/A: 0.7
Charge: +2
Relative energy (zero: lowest compared OMol25 entry of this formula, charge and spin) in eV: 1.3229
Multiplicity: 1
Kohn-Sham gap in Eh: 0.15547

Geometry (Å):
Bi (1.366, -0.808, 2.226)
C (1.382, -1.630, -0.902)
N (1.850, -0.641, 0.107)
C (2.834, 0.193, -0.162)
C (3.477, 0.893, 0.857)
C (4.498, 1.854, 0.891)
C (4.727, 2.143, 2.231)
C (3.848, 1.347, 2.979)
N (3.094, 0.595, 2.157)
C (2.247, -2.864, -0.837)
C (3.136, -3.173, -1.854)
C (3.965, -4.286, -1.742)
C (3.913, -5.085, -0.608)
C (3.024, -4.781, 0.417)
C (2.194, -3.679, 0.295)
H (1.426, -1.169, -1.890)
H (0.348, -1.890, -0.688)
H (3.157, 0.295, -1.197)
H (5.023, 2.254, 0.033)
H (5.457, 2.827, 2.637)
H (3.743, 1.298, 4.056)
H (3.177, -2.556, -2.746)
H (4.648, -4.531, -2.546)
H (4.557, -5.951, -0.525)
H (2.967, -5.416, 1.293)
H (1.449, -3.483, 1.072)
F (0.958, 6.530, 2.668)
C (0.901, 6.028, 1.452)
C (1.028, 6.860, 0.403)
F (1.207, 8.131, 0.632)
C (0.965, 6.394, -0.970)
C (0.726, 4.971, -1.128)
C (0.611, 4.157, -0.071)
F (0.400, 2.856, -0.279)
C (0.707, 4.615, 1.283)
C (0.618, 3.742, 2.352)
C (0.468, 2.346, 2.206)
N (0.332, 1.206, 2.282)
C (0.713, 4.126, 3.734)
N (0.828, 4.332, 4.861)
F (0.632, 4.461, -2.329)
C (1.138, 7.218, -2.035)
C (1.441, 8.615, -1.911)
N (1.734, 9.726, -1.872)
C (1.045, 6.769, -3.395)
N (0.958, 6.463, -4.500)
Br (-2.196, -6.558, -3.517)
C (-3.503, -5.316, -2.966)
C (-4.694, -5.268, -3.675)
C (-5.686, -4.370, -3.316)
C (-5.492, -3.506, -2.250)
C (-4.303, -3.550, -1.539)
C (-3.310, -4.456, -1.891)
I (-1.562, -4.512, -0.741)
H (-4.839, -5.942, -4.509)
H (-6.616, -4.350, -3.871)
H (-6.265, -2.804, -1.963)
H (-4.149, -2.886, -0.699)
F (-5.696, -0.079, 2.100)
C (-5.284, -1.266, 1.643)
F (-5.770, -2.221, 2.431)
F (-5.776, -1.431, 0.409)
C (-3.770, -1.295, 1.598)
C (-3.113, -0.424, 0.738)
C (-1.738, -0.419, 0.735)
N (-1.019, -1.237, 1.521)
C (-1.665, -2.106, 2.308)
C (-3.044, -2.159, 2.392)
H (-3.666, 0.246, 0.092)
H (-1.182, 0.255, 0.091)
H (-1.049, -2.782, 2.895)
H (-3.531, -2.867, 3.047)

Atom charges from the Löwdin analysis, given in e for atoms 1 to 2:
1 Bi 1.8474
2 C -0.1640

2.
# C36H21CaN8O5

C36H21CaN8O5 as an isolated structure (ωB97M-V with the def2-TZVPD basis set, the Open Molecules 2025 dataset).

Output
E in eV: -78276.0490
Highest occupied orbital energy in Eh: -0.107
F_max in eV/A: 0.2
Charge: -1
Relative energy (zero: lowest compared OMol25 entry of this formula, charge and spin) in eV: 0.0134
Multiplicity: 1
Kohn-Sham gap in Eh: 0.18879

Geometry (Å):
Ca (0.005, 0.286, -0.355)
C (5.269, -3.546, -2.433)
C (4.254, -4.384, -2.958)
C (2.929, -4.033, -2.860)
C (2.594, -2.825, -2.229)
C (1.353, -2.181, -1.940)
N (0.109, -2.801, -2.113)
C (-1.040, -2.238, -1.987)
C (-2.267, -3.052, -1.880)
C (-2.345, -4.395, -2.238)
C (-3.519, -5.106, -2.072)
C (-4.638, -4.480, -1.527)
C (-4.580, -3.149, -1.154)
C (-3.397, -2.446, -1.334)
C (-2.306, -0.363, -1.233)
N (-2.234, 0.903, -0.899)
C (-2.544, 1.635, 0.322)
N (-1.281, 1.660, 1.133)
C (-0.730, 2.857, 1.055)
N (0.496, 3.247, 1.439)
C (1.601, 2.538, 1.192)
N (1.739, 1.534, 0.330)
C (3.072, 1.088, 0.282)
N (3.575, 0.082, -0.349)
C (2.948, -0.879, -1.097)
N (1.601, -1.032, -1.293)
C (3.612, -1.986, -1.694)
C (4.962, -2.362, -1.808)
C (3.836, 1.964, 1.186)
C (5.180, 2.007, 1.531)
C (5.587, 2.961, 2.452)
C (4.677, 3.854, 3.025)
C (3.332, 3.807, 2.685)
C (2.927, 2.855, 1.765)
C (-1.680, 3.819, 0.435)
C (-1.562, 5.180, 0.218)
C (-2.595, 5.817, -0.455)
C (-3.695, 5.093, -0.912)
C (-3.792, 3.722, -0.706)
C (-2.771, 3.096, -0.015)
N (-1.262, -0.882, -1.871)
H (6.304, -3.852, -2.529)
H (4.533, -5.313, -3.441)
H (2.150, -4.673, -3.257)
H (-1.452, -4.856, -2.639)
H (-3.567, -6.148, -2.360)
H (-5.559, -5.032, -1.392)
H (-5.434, -2.640, -0.727)
H (5.738, -1.723, -1.402)
H (5.878, 1.311, 1.084)
H (6.632, 3.019, 2.734)
H (5.028, 4.588, 3.740)
H (2.613, 4.491, 3.119)
H (-0.686, 5.712, 0.565)
H (-2.545, 6.884, -0.638)
H (-4.485, 5.610, -1.444)
H (-4.641, 3.161, -1.072)
O (0.701, -1.477, 3.567)
C (-0.087, -1.254, 2.512)
O (0.287, -1.411, 1.377)
C (-1.455, -0.772, 2.898)
O (-2.291, -0.927, 1.785)
C (-3.529, -0.264, 1.911)
C (-3.704, 1.024, 1.109)
O (-4.811, 1.509, 1.104)
O (-3.399, -1.131, -0.913)
H (1.582, -1.691, 3.218)
H (-1.344, 0.283, 3.175)
H (-1.813, -1.341, 3.763)
H (-3.749, -0.018, 2.955)
H (-4.313, -0.937, 1.562)

Atom charges from the Löwdin analysis, given in e for atoms 1 to 2:
1 Ca 1.4332
2 C -0.1260

3.
# C36H23CaCl7N2O6PS

C36H23CaCl7N2O6PS as an isolated structure (ωB97M-V with the def2-TZVPD basis set, the Open Molecules 2025 dataset).

Output
E in eV: -179202.4461
Highest occupied orbital energy in Eh: -0.181
F_max in eV/A: 0.8
Charge: -1
Relative energy (zero: lowest compared OMol25 entry of this formula, charge and spin) in eV: 0.4742
Multiplicity: 1
Kohn-Sham gap in Eh: 0.26239

Geometry (Å):
Ca (-0.400, -0.320, 0.335)
Cl (4.542, -5.598, -1.990)
C (3.601, -4.187, -1.682)
C (2.840, -4.081, -0.518)
Cl (2.846, -5.371, 0.625)
C (2.086, -2.945, -0.278)
Cl (1.135, -2.810, 1.138)
C (2.038, -1.840, -1.169)
O (1.382, -0.779, -0.928)
C (2.838, -1.991, -2.340)
Cl (2.821, -0.672, -3.448)
C (3.587, -3.127, -2.589)
Cl (4.517, -3.242, -4.036)
Cl (-3.201, 0.843, 1.248)
C (-4.185, -0.388, 1.977)
C (-5.311, 0.041, 2.654)
C (-6.146, -0.886, 3.256)
C (-5.834, -2.233, 3.164)
C (-4.701, -2.635, 2.480)
Cl (-4.386, -4.339, 2.406)
C (-3.809, -1.738, 1.852)
S (-2.420, -2.299, 1.004)
H (-5.527, 1.100, 2.697)
H (-7.031, -0.563, 3.787)
H (-6.464, -2.985, 3.619)
C (-2.137, -2.243, -2.849)
C (-2.135, -0.761, -2.745)
N (-1.545, -0.080, -1.791)
C (-1.817, 1.241, -2.013)
C (-2.577, 1.367, -3.150)
N (-2.772, 0.078, -3.589)
C (-3.180, 2.485, -3.913)
O (-2.920, 3.696, -3.488)
O (-3.884, 2.241, -4.875)
C (-1.322, 2.300, -1.081)
O (-1.579, 3.494, -1.362)
O (-0.689, 1.900, -0.075)
H (-1.116, -2.616, -2.766)
H (-2.560, -2.574, -3.796)
H (-2.711, -2.667, -2.023)
H (-3.318, -0.146, -4.405)
H (-2.275, 3.677, -2.682)
O (1.040, 0.537, 1.903)
P (1.570, 1.927, 1.983)
C (3.009, 1.940, 3.084)
C (3.146, 0.893, 3.988)
C (4.217, 0.870, 4.868)
C (5.152, 1.894, 4.849)
C (5.023, 2.937, 3.942)
C (3.956, 2.959, 3.058)
C (0.384, 3.077, 2.704)
C (-0.841, 2.573, 3.119)
C (-1.784, 3.418, 3.684)
C (-1.502, 4.766, 3.839)
C (-0.273, 5.272, 3.432)
C (0.669, 4.430, 2.868)
C (2.163, 2.582, 0.413)
C (3.174, 1.853, -0.208)
C (3.604, 2.206, -1.476)
C (3.017, 3.282, -2.127)
C (1.994, 3.996, -1.521)
C (1.559, 3.643, -0.254)
H (2.417, 0.092, 3.978)
H (4.324, 0.048, 5.564)
H (5.989, 1.874, 5.535)
H (5.762, 3.728, 3.915)
H (3.873, 3.757, 2.329)
H (-1.059, 1.525, 2.985)
H (-2.743, 3.019, 3.990)
H (-2.240, 5.428, 4.273)
H (-0.054, 6.326, 3.547)
H (1.623, 4.830, 2.546)
H (3.597, 0.985, 0.287)
H (4.368, 1.619, -1.969)
H (3.342, 3.550, -3.125)
H (1.506, 4.807, -2.045)
H (0.706, 4.147, 0.182)

Atom charges from the Löwdin analysis, given in e for atoms 1 to 2:
1 Ca 1.1276
2 Cl 0.6345

4.
# C36H24BrF4N6OPPtS

C36H24BrF4N6OPPtS as an isolated structure at a distorted geometry (ωB97M-V with the def2-TZVPD basis set, the Open Molecules 2025 dataset).

Output
E in eV: -152975.7885
Highest occupied orbital energy (alpha / beta) in Eh: -0.508 / -0.508
F_max in eV/A: 2.2
Charge: +2
Relative energy (zero: lowest compared OMol25 entry of this formula, charge and spin) in eV: 2.0916
Multiplicity: 1
Kohn-Sham gap (alpha / beta) in Eh: 0.18704 / 0.18669

Geometry (Å):
Pt (0.389, 0.484, -0.923)
N (3.734, -0.819, -4.602)
C (3.532, -0.479, -3.333)
S (4.503, -0.909, -2.064)
N (2.274, 0.164, -3.153)
N (2.048, 0.936, -2.214)
C (3.037, 1.752, -1.683)
C (2.733, 2.786, -0.848)
C (3.813, 3.641, -0.429)
C (3.562, 4.781, 0.246)
C (2.205, 5.157, 0.529)
C (1.139, 4.393, 0.160)
C (1.344, 3.167, -0.509)
O (0.322, 2.503, -0.856)
H (4.571, -1.321, -4.851)
H (3.114, -0.498, -5.331)
H (4.048, 1.632, -2.049)
H (4.826, 3.360, -0.682)
H (4.374, 5.418, 0.563)
H (2.018, 6.077, 1.068)
H (0.129, 4.700, 0.390)
F (-5.507, -2.525, 2.880)
C (-4.636, -1.749, 2.268)
C (-5.039, -0.559, 1.697)
F (-6.305, -0.183, 1.765)
C (-4.109, 0.249, 1.062)
F (-4.584, 1.399, 0.577)
C (-2.755, -0.089, 0.958)
P (-1.587, 1.125, 0.197)
C (-1.201, 2.116, 1.652)
C (0.001, 1.928, 2.327)
C (0.265, 2.652, 3.480)
C (-0.661, 3.573, 3.950)
C (-1.859, 3.765, 3.275)
C (-2.138, 3.034, 2.129)
C (-2.544, 1.920, -1.092)
C (-2.601, 3.300, -1.261)
C (-3.370, 3.834, -2.283)
C (-4.067, 2.995, -3.140)
C (-3.984, 1.617, -2.993)
C (-3.222, 1.076, -1.974)
C (-2.371, -1.280, 1.594)
Br (-0.576, -1.812, 1.792)
C (-3.295, -2.100, 2.218)
F (-2.917, -3.226, 2.806)
H (0.728, 1.210, 1.960)
H (1.195, 2.498, 4.011)
H (-0.453, 4.138, 4.849)
H (-2.582, 4.482, 3.641)
H (-3.077, 3.184, 1.612)
H (-2.062, 3.954, -0.589)
H (-3.426, 4.906, -2.411)
H (-4.682, 3.417, -3.923)
H (-4.519, 0.965, -3.670)
H (-3.165, 0.000, -1.855)
N (3.690, -8.935, 2.708)
C (3.259, -8.028, 2.152)
C (2.719, -6.893, 1.457)
C (2.083, -7.066, 0.232)
C (1.558, -5.973, -0.436)
C (1.662, -4.713, 0.133)
C (2.292, -4.531, 1.356)
C (2.826, -5.622, 2.015)
N (1.106, -3.581, -0.552)
C (0.156, -3.615, -1.552)
C (-0.069, -2.330, -1.913)
N (0.745, -1.507, -1.158)
C (1.417, -2.297, -0.337)
H (2.005, -8.053, -0.201)
H (1.091, -6.120, -1.399)
H (2.357, -3.556, 1.819)
H (3.321, -5.493, 2.967)
H (-0.286, -4.527, -1.906)
H (-0.719, -1.939, -2.676)
H (2.173, -1.961, 0.351)

Atom charges from the Löwdin analysis, given in e for atoms 1 to 2:
1 Pt 1.0051
2 N 0.1356

5.
# C36H26AsMnOS2

C36H26AsMnOS2 as an isolated structure at a distorted geometry (ωB97M-V with the def2-TZVPD basis set, the Open Molecules 2025 dataset).

Output
E in eV: -153626.5113
Highest occupied orbital energy (alpha / beta) in Eh: -0.290 / -0.291
F_max in eV/A: 1.8
Expectation value of S²: 6.084
Relative energy (zero: lowest compared OMol25 entry of this formula, charge and spin) in eV: 0.5593
Multiplicity: 5
Kohn-Sham gap (alpha / beta) in Eh: 0.27711 / 0.27195

Geometry (Å):
Mn (-0.127, 0.135, 0.281)
S (2.079, 0.035, -0.106)
C (2.764, 1.655, -0.121)
C (4.153, 1.805, -0.135)
C (4.717, 3.068, -0.157)
C (3.918, 4.205, -0.166)
C (2.541, 4.069, -0.148)
C (1.962, 2.805, -0.111)
As (0.064, 2.465, -0.069)
C (-0.643, 4.271, -0.003)
C (-1.074, 4.831, -1.203)
C (-1.429, 6.170, -1.258)
C (-1.357, 6.952, -0.115)
C (-0.941, 6.391, 1.086)
C (-0.584, 5.053, 1.144)
C (-0.125, 2.002, 1.851)
C (-1.427, 1.978, 2.372)
C (-1.638, 1.852, 3.734)
C (-0.555, 1.739, 4.595)
C (0.737, 1.738, 4.089)
C (0.954, 1.871, 2.727)
H (4.778, 0.922, -0.132)
H (5.795, 3.170, -0.172)
H (4.369, 5.188, -0.186)
H (1.906, 4.947, -0.159)
H (-1.130, 4.208, -2.088)
H (-1.754, 6.604, -2.195)
H (-1.623, 8.000, -0.159)
H (-0.884, 7.002, 1.977)
H (-0.257, 4.619, 2.082)
H (-2.269, 2.082, 1.699)
H (-2.647, 1.847, 4.122)
H (-0.719, 1.661, 5.662)
H (1.583, 1.643, 4.757)
H (1.969, 1.894, 2.350)
C (-9.581, -0.964, -3.994)
C (-9.184, -0.163, -2.794)
O (-8.973, 1.011, -2.769)
S (-9.001, -1.211, -1.288)
C (-7.294, -0.820, -0.923)
C (-6.888, 0.467, -0.595)
C (-5.543, 0.724, -0.393)
C (-4.600, -0.302, -0.486)
C (-5.028, -1.600, -0.791)
C (-6.368, -1.856, -1.014)
C (-3.211, -0.067, -0.263)
C (-2.016, 0.045, -0.069)
H (-9.878, -0.314, -4.816)
H (-10.374, -1.665, -3.738)
H (-8.710, -1.552, -4.290)
H (-7.614, 1.261, -0.515)
H (-5.207, 1.725, -0.158)
H (-4.288, -2.385, -0.865)
H (-6.707, -2.853, -1.264)
C (-0.312, -1.764, 0.162)
C (-0.443, -2.960, -0.007)
C (-0.623, -4.366, -0.157)
C (-1.134, -4.900, -1.345)
C (-1.346, -6.263, -1.461)
C (-1.059, -7.111, -0.400)
C (-0.539, -6.590, 0.777)
C (-0.317, -5.230, 0.900)
H (-1.355, -4.235, -2.169)
H (-1.742, -6.669, -2.383)
H (-1.237, -8.175, -0.491)
H (-0.306, -7.249, 1.604)
H (0.089, -4.816, 1.813)

Atom charges from the natural (NBO) analysis, given in e for atoms 1 to 2:
1 Mn 0.9920
2 S -0.1943

6.
# C36H26ClNO2PPdSTe

C36H26ClNO2PPdSTe as an isolated structure (ωB97M-V with the def2-TZVPD basis set, the Open Molecules 2025 dataset).

Output
E in eV: -86751.4241
Highest occupied orbital energy (alpha / beta) in Eh: -0.406 / -0.409
F_max in eV/A: 1.0
Charge: +1
Relative energy (zero: lowest compared OMol25 entry of this formula, charge and spin) in eV: 2.5060
Multiplicity: 1
Kohn-Sham gap (alpha / beta) in Eh: 0.17078 / 0.17245

Geometry (Å):
Pd (0.673, -0.435, -0.391)
Cl (-2.959, -8.111, -0.141)
C (-2.214, -6.552, -0.150)
C (-2.824, -5.503, 0.523)
C (-2.224, -4.256, 0.509)
C (-1.027, -4.065, -0.172)
C (-0.425, -5.126, -0.841)
C (-1.017, -6.376, -0.832)
C (-0.403, -2.726, -0.209)
O (0.698, -2.538, -0.835)
O (-0.959, -1.741, 0.367)
H (-3.754, -5.669, 1.049)
H (-2.681, -3.421, 1.024)
H (0.503, -4.961, -1.372)
H (-0.563, -7.212, -1.345)
N (-0.530, 5.734, 3.409)
C (-0.322, 4.798, 2.774)
C (-0.061, 3.626, 1.978)
C (0.013, 2.372, 2.583)
C (0.271, 1.253, 1.809)
C (0.456, 1.371, 0.437)
C (0.370, 2.612, -0.165)
C (0.117, 3.742, 0.604)
H (-0.129, 2.278, 3.652)
H (0.315, 0.284, 2.293)
H (0.518, 2.739, -1.230)
H (0.054, 4.714, 0.133)
Te (2.869, -1.170, 0.725)
C (3.906, 0.354, 1.566)
C (3.664, 1.718, 1.524)
C (4.631, 2.456, 2.214)
C (5.599, 1.653, 2.778)
S (5.345, 0.013, 2.463)
H (2.814, 2.151, 1.003)
H (4.628, 3.533, 2.300)
H (6.448, 1.968, 3.366)
C (-0.460, -3.722, -4.886)
C (0.462, -2.712, -5.123)
C (0.438, -1.553, -4.360)
C (-0.516, -1.404, -3.356)
C (-1.440, -2.424, -3.119)
C (-1.412, -3.577, -3.885)
P (-0.541, 0.048, -2.281)
C (-2.283, 0.395, -1.981)
C (-2.749, 0.689, -0.703)
C (-4.094, 0.970, -0.506)
C (-4.972, 0.957, -1.580)
C (-4.513, 0.650, -2.856)
C (-3.173, 0.364, -3.058)
C (0.196, 1.405, -3.210)
C (1.589, 1.485, -3.274)
C (2.196, 2.516, -3.974)
C (1.414, 3.478, -4.602)
C (0.031, 3.408, -4.533)
C (-0.584, 2.375, -3.838)
H (-0.441, -4.621, -5.488)
H (1.197, -2.821, -5.909)
H (1.150, -0.765, -4.563)
H (-2.185, -2.315, -2.339)
H (-2.133, -4.362, -3.698)
H (-2.072, 0.683, 0.139)
H (-4.455, 1.194, 0.489)
H (-6.020, 1.176, -1.423)
H (-5.200, 0.627, -3.691)
H (-2.822, 0.103, -4.050)
H (2.197, 0.747, -2.764)
H (3.275, 2.575, -4.024)
H (1.886, 4.288, -5.142)
H (-0.576, 4.163, -5.017)
H (-1.662, 2.337, -3.773)

Atom charges from the Löwdin analysis, given in e for atoms 1 to 2:
1 Pd 0.6239
2 Cl 0.7030

Question: What is the F_max in the first record?
Answer: 0.7 eV/A

Question: Number 4 is which compound?
Answer: C36H24BrF4N6OPPtS